Computed, not measured: C3H7N3S in the gas phase at a distorted geometry, with ωB97M-V with the def2-TZVPD basis set.

Last column: Mulliken charge in e.
Atoms and positions in Å:
C -1.286 0.265 0.244  0.07
C -2.609 0.688 -0.270  -0.92
C 2.934 -0.809 -0.026  -0.64
N -0.532 -0.465 -0.459  -0.19
N 0.655 -0.916 -0.202  -0.48
N 1.654 -0.130 -0.089  0.40
S 1.614 1.515 -0.093  -0.31
H -1.030 0.562 1.263  0.41
H -2.777 0.284 -1.264  0.30
H -2.648 1.777 -0.317  0.27
H -3.396 0.361 0.406  0.28
H 3.109 -1.355 -0.951  0.28
H 3.712 -0.065 0.119  0.26
H 2.931 -1.515 0.805  0.27

multiplicity	1
HOMO-LUMO gap (alpha / beta)	7.956 / 7.959	eV
maximum force	2.33	eV Å⁻¹
energy relative to the best compared isomer or geometry (same formula, charge and spin)	79.5	kcal per mole
lowest unoccupied orbital energy (alpha / beta)	-0.0025 / -0.0024	Eh
SMILES	C/C=N/N=[N+](/C)[S-]

Computed, not measured: a molecular structure, C26H50Ag2N3O9 at a distorted geometry, with ωB97M-V with the def2-TZVPD basis set.

Last column: Löwdin spin population.
Atoms and positions in Å:
Ag 1.277 0.719 -4.448  0.00
Ag 0.600 -3.657 -3.819  0.00
N 0.891 -1.262 -1.615  0.00
O 1.645 -1.289 -0.640  0.01
O 0.322 -2.331 -1.992  0.00
O 0.765 -0.190 -2.265  0.00
C -5.706 -1.330 -0.824  0.02
C -4.807 -0.350 -0.059  0.05
C -3.444 -1.090 0.029  0.00
C -2.303 -0.184 0.499  0.00
C -2.162 1.001 -0.461  0.00
C -3.514 1.791 -0.635  0.06
N -4.629 0.899 -0.838  0.61
O -5.834 1.545 -0.911  0.11
C -3.678 2.649 0.625  0.05
C -3.306 2.642 -1.857  0.02
C -5.379 -0.076 1.324  0.04
H -5.642 -2.340 -0.422  0.00
H -5.419 -1.460 -1.873  0.00
H -6.766 -1.073 -0.860  0.00
H -3.494 -1.977 0.658  0.00
H -3.186 -1.436 -0.976  0.00
H -1.399 -0.799 0.525  0.00
H -2.486 0.064 1.548  0.00
H -1.939 0.600 -1.452  0.00
H -1.327 1.593 -0.096  0.00
H -3.710 2.089 1.558  0.00
H -2.857 3.358 0.702  0.01
H -4.623 3.195 0.586  0.00
H -4.165 3.286 -2.090  0.00
H -2.486 3.346 -1.733  0.00
H -3.242 2.095 -2.801  0.00
H -6.036 0.787 1.441  0.00
H -4.574 0.028 2.049  0.00
H -6.058 -0.881 1.608  0.00
H -6.164 1.420 -1.824  0.02
C 1.067 -5.413 1.411  0.01
C 1.448 -4.120 2.149  0.05
C 1.729 -4.556 3.605  0.00
C 2.363 -3.403 4.363  0.00
C 3.716 -3.043 3.699  0.00
C 3.628 -2.692 2.201  0.05
N 2.752 -3.698 1.555  0.65
O 2.730 -3.615 0.195  0.10
C 3.282 -1.212 2.003  0.04
C 5.022 -2.973 1.636  0.02
C 0.291 -3.139 1.953  0.04
H 0.819 -5.261 0.359  0.00
H 0.123 -5.793 1.811  0.00
H 1.773 -6.239 1.481  0.00
H 0.752 -4.796 4.031  0.00
H 2.316 -5.469 3.683  0.00
H 2.485 -3.814 5.367  0.00
H 1.780 -2.486 4.441  0.00
H 4.480 -3.786 3.935  0.00
H 4.125 -2.205 4.269  0.00
H 3.975 -0.609 2.585  0.00
H 3.362 -0.848 0.978  0.00
H 2.266 -1.037 2.358  0.00
H 5.300 -4.025 1.702  0.00
H 4.960 -2.828 0.552  0.00
H 5.789 -2.314 2.031  0.00
H -0.496 -3.516 2.605  0.01
H -0.180 -3.050 0.970  0.00
H 0.594 -2.112 2.164  0.00
H 2.263 -2.760 0.009  0.02
O 0.592 2.657 -3.083  0.00
C 0.102 3.757 -3.032  0.00
O 0.024 4.509 -1.921  0.00
C -0.497 5.830 -2.216  0.00
C -1.287 5.608 -3.502  0.00
C -0.445 4.562 -4.196  0.00
H 0.335 6.445 -2.573  0.00
H -1.021 6.221 -1.355  0.00
H -1.394 6.498 -4.119  0.00
H -2.300 5.301 -3.220  0.00
H 0.429 5.070 -4.619  0.00
H -0.900 3.948 -4.967  0.00
O 3.144 1.583 -3.178  0.00
C 3.434 2.042 -2.101  0.00
O 3.473 3.363 -1.903  0.00
C 3.579 3.586 -0.463  0.00
C 4.566 2.481 -0.125  0.00
C 3.949 1.315 -0.882  0.00
H 2.563 3.460 -0.084  0.00
H 3.950 4.564 -0.172  0.00
H 4.671 2.386 0.959  0.00
H 5.552 2.799 -0.461  0.00
H 3.131 0.868 -0.320  0.00
H 4.673 0.579 -1.227  0.00

multiplicity	3
net charge	+3
HOMO-LUMO gap (alpha / beta)	7.448 / 6.409	eV
maximum force	3.43	eV Å⁻¹
lowest unoccupied orbital energy (alpha / beta)	-0.3487 / -0.3869	Eh

Computed, not measured: 11 unconnected molecules or ions with the total composition C36H36B3F19O33 at a distorted geometry, with ωB97M-V with the def2-TZVPD basis set.

Last column: Mulliken charge in e.
Atoms and positions in Å:
F 4.904 -4.725 -0.500  -0.26
C 3.726 -3.909 -0.975  0.75
F 3.151 -3.276 0.233  -0.21
F 2.733 -4.891 -1.474  -0.23
C 4.310 -2.876 -2.101  0.40
F 4.098 -3.443 -3.481  -0.26
F 5.802 -2.819 -1.907  -0.28
C 3.764 -1.335 -1.999  0.51
F 4.546 -0.556 -3.031  -0.30
F 4.106 -0.658 -0.692  -0.23
C 2.179 -1.140 -2.424  0.91
F 1.448 -2.437 -2.609  -0.31
F 2.145 -0.484 -3.786  -0.29
C 1.341 -0.122 -1.432  -0.09
C 0.484 -0.873 -0.253  -0.18
B -1.062 -1.252 -0.663  0.38
O -1.732 -2.329 0.143  -0.47
B -1.858 -3.447 -0.856  0.48
O -2.713 -3.114 -2.048  -0.56
B -2.144 -1.856 -2.648  0.54
O -1.847 -0.669 -1.771  -0.20
H 0.537 0.415 -2.133  0.35
H 1.986 0.748 -0.977  -0.35
H 0.459 -0.192 0.702  0.26
H 1.003 -1.894 0.081  -0.07
H -1.290 -4.469 -0.717  -0.11
H -1.887 -1.839 -3.818  -0.09
C -5.269 -6.496 1.196  -0.45
C -3.886 -6.092 1.576  0.35
O -3.824 -4.735 1.200  -0.17
C -5.103 -4.278 1.311  0.58
O -5.407 -3.097 1.337  -0.55
O -6.003 -5.305 1.397  -0.26
F -2.969 -6.776 0.855  -0.30
H -5.350 -6.799 0.147  0.26
H -5.654 -7.304 1.825  0.34
H -3.667 -6.188 2.645  0.24
C 3.541 3.903 -0.740  -0.45
C 2.916 4.806 0.267  0.45
O 1.638 4.245 0.465  -0.33
C 1.795 2.913 0.226  0.75
O 0.990 2.059 0.557  -0.61
O 2.970 2.649 -0.424  -0.31
F 2.761 6.053 -0.234  -0.33
H 3.281 4.171 -1.770  0.19
H 4.630 3.871 -0.651  0.28
H 3.450 4.852 1.222  0.26
C 3.253 1.749 -6.351  -0.11
C 4.467 2.172 -7.106  0.25
O 4.785 3.424 -6.543  -0.32
C 4.336 3.360 -5.258  0.49
O 4.668 4.136 -4.378  -0.58
O 3.475 2.313 -5.074  -0.02
F 4.181 2.354 -8.415  -0.29
H 2.328 2.157 -6.772  0.08
H 3.161 0.661 -6.288  0.26
H 5.320 1.493 -7.002  0.27
C -9.527 -7.880 -1.035  -0.41
C -10.152 -6.790 -0.233  0.30
O -9.799 -7.114 1.093  -0.27
C -8.612 -7.774 0.993  0.69
O -7.857 -7.972 1.931  -0.55
O -8.365 -8.181 -0.290  -0.31
F -11.500 -6.828 -0.336  -0.29
H -10.158 -8.773 -1.102  0.29
H -9.270 -7.556 -2.048  0.26
H -9.787 -5.787 -0.477  0.28
C -0.680 5.658 -5.665  -0.49
C 0.327 4.694 -5.137  0.33
O 0.640 3.898 -6.257  -0.21
C 0.451 4.711 -7.334  0.62
O 0.877 4.476 -8.452  -0.55
O -0.268 5.828 -7.006  -0.32
F -0.218 3.899 -4.188  -0.28
H -1.699 5.259 -5.646  0.30
H -0.666 6.610 -5.127  0.30
H 1.239 5.163 -4.752  0.26
C 0.644 3.849 4.329  -0.21
C 2.028 4.253 4.708  0.37
O 2.090 5.610 4.332  -0.30
C 0.811 6.067 4.443  0.63
O 0.506 7.248 4.469  -0.56
O -0.089 5.040 4.530  -0.28
F 2.945 3.569 3.987  -0.25
H 0.564 3.546 3.279  0.10
H 0.259 3.041 4.958  0.30
H 2.246 4.156 5.777  0.21
C 5.676 -4.028 2.648  -0.28
C 5.051 -2.939 3.451  0.43
O 5.404 -3.262 4.776  -0.34
C 6.591 -3.923 4.676  0.64
O 7.346 -4.121 5.614  -0.55
O 6.838 -4.330 3.394  -0.32
F 3.703 -2.976 3.347  -0.32
H 5.046 -4.921 2.582  0.25
H 5.933 -3.704 1.636  0.16
H 5.416 -1.935 3.207  0.36
C -2.856 6.178 6.077  -0.15
C -3.481 7.082 7.084  0.36
O -4.759 6.520 7.282  -0.29
C -4.602 5.188 7.043  0.63
O -5.407 4.334 7.375  -0.55
O -3.427 4.924 6.393  -0.29
F -3.636 8.328 6.584  -0.28
H -3.116 6.446 5.048  0.24
H -1.767 6.146 6.167  0.03
H -2.947 7.127 8.039  0.29
C 6.207 -0.305 6.437  -0.12
C 6.768 0.929 5.817  0.29
O 5.648 1.775 5.694  -0.26
C 4.818 1.415 6.713  0.63
O 3.881 2.091 7.105  -0.54
O 5.168 0.205 7.248  -0.32
F 7.245 0.672 4.578  -0.27
H 5.785 -0.996 5.699  -0.04
H 6.946 -0.842 7.038  0.33
H 7.539 1.423 6.418  0.25
C -6.062 -1.504 -5.234  -0.43
C -6.362 -0.558 -6.346  0.30
O -5.479 0.515 -6.113  -0.29
C -4.403 -0.040 -5.488  0.62
O -3.320 0.510 -5.371  -0.51
O -4.682 -1.293 -5.016  -0.21
F -7.629 -0.094 -6.257  -0.29
H -6.615 -1.269 -4.318  0.29
H -6.262 -2.544 -5.507  0.26
H -6.185 -0.970 -7.346  0.28

multiplicity	1
HOMO-LUMO gap	10.103	eV
maximum force	5.43	eV Å⁻¹
lowest unoccupied orbital energy	-0.0219	Eh
SMILES	FC(F)(F)C(F)(F)C(F)(F)C(F)(F)CCB1OBOBO1.O=C1OC[C@@H](F)O1.O=C1OC[C@@H](F)O1.O=C1OC[C@@H](F)O1.O=C1OC[C@@H](F)O1.O=C1OC[C@@H](F)O1.O=C1OC[C@@H](F)O1.O=C1OC[C@@H](F)O1.O=C1OC[C@@H](F)O1.O=C1OC[C@@H](F)O1.O=C1OC[C@@H](F)O1

Computed, not measured: 2 unconnected molecules or ions with the total composition C9H14O at a distorted geometry, with ωB97M-V with the def2-TZVPD basis set.

Last column: Mulliken charge in e.
Atoms and positions in Å:
C 0.994 -0.188 -2.282  -1.21
C 2.125 -0.523 -0.131  -0.33
C 1.219 -0.971 -1.037  0.24
C 2.010 -0.701 1.225  -0.74
C 0.980 -1.389 1.702  1.03
C 0.261 -1.797 -0.507  -0.36
C -0.009 -1.966 0.831  -1.06
O 0.843 -1.606 3.090  -0.53
H 2.941 0.112 -0.396  0.36
H 2.779 -0.525 1.948  0.27
H 0.345 -0.751 -2.918  0.40
H 2.021 -0.148 -2.824  0.35
H -0.381 -2.411 -1.050  0.40
H 1.698 -1.388 3.488  0.29
H -0.738 -2.569 1.097  0.68
H 0.654 0.858 -2.083  0.19
C -2.758 1.482 -0.250  -0.64
C -1.679 2.449 0.206  -0.86
H -3.477 2.024 -1.068  0.24
H -2.348 0.575 -0.620  0.21
H -3.362 1.171 0.675  0.22
H -2.057 3.428 0.627  0.31
H -1.092 2.846 -0.609  0.28
H -0.971 1.988 0.886  0.25

multiplicity	1
HOMO-LUMO gap	9.348	eV
maximum force	6.79	eV Å⁻¹
energy relative to the best compared isomer or geometry (same formula, charge and spin)	42.2	kcal per mole
lowest unoccupied orbital energy	0.0325	Eh
SMILES	Cc1ccc(O)cc1.CC

Computed, not measured: a molecular structure, C9H24N3Si at a distorted geometry, with ωB97M-V with the def2-TZVPD basis set.

Last column: Mulliken charge in e.
Atoms and positions in Å:
C 1.263 -0.640 0.136  0.76
C -0.860 2.386 -0.745  -1.03
C -4.623 -0.033 1.082  -1.22
C 1.927 -0.746 2.590  -1.07
C 3.659 -0.890 0.977  -1.25
C 2.528 0.477 -1.664  -1.14
C 0.774 -1.032 -2.220  -1.20
C -1.810 1.309 -1.470  -0.46
C -3.046 -0.092 1.295  -0.43
N 2.240 -0.773 1.172  0.10
N 1.607 -0.521 -1.160  0.17
N -0.005 -0.654 0.480  -0.44
Si -2.161 -0.317 -0.424  0.36
H -0.884 3.239 -1.506  0.33
H -1.421 2.778 0.140  0.35
H 0.150 2.122 -0.444  0.19
H -5.055 -0.594 1.855  0.36
H -5.088 0.942 0.916  0.34
H -4.896 -0.583 0.204  0.35
H 0.840 -0.473 2.804  0.33
H 2.040 -1.740 3.093  0.33
H 2.563 -0.009 3.025  0.36
H 4.256 -0.231 1.564  0.40
H 3.903 -1.805 1.439  0.47
H 4.114 -1.014 -0.028  0.39
H 2.048 1.374 -2.066  0.32
H 3.307 0.920 -0.940  0.37
H 3.111 0.000 -2.436  0.44
H 1.277 -1.731 -2.899  0.41
H -0.192 -1.480 -1.801  0.24
H 0.407 -0.314 -2.925  0.35
H -1.238 0.966 -2.506  0.17
H -2.809 1.738 -1.624  0.58
H -2.832 -0.991 1.889  0.38
H -2.812 0.852 1.766  0.37
H -0.215 -0.802 1.452  0.01
H -2.066 -1.639 -1.018  0.00

multiplicity	1
net charge	+1
HOMO-LUMO gap	9.366	eV
maximum force	4.10	eV Å⁻¹
energy relative to the best compared isomer or geometry (same formula, charge and spin)	29.0	kcal per mole
lowest unoccupied orbital energy	-0.1114	Eh